1.
23
Properties=species:S:1:pos:R:3:nbo_charge:R:1 method="wB97M-V/def2-TZVPD" smiles=Cc1ccccc1.CC total_charge=0 e_homo_ev=-9.0 max_force_ev_per_a=0.88 relative_energy_kcal_mol=2.35 homo_lumo_gap_ev=10.06
C 1.70352 -2.76614 1.05405 -0.629
C 1.56459 -1.26416 1.08201 -0.018
C 0.32032 -0.67053 1.00145 -0.226
C 0.18127 0.71581 1.01737 -0.192
C 1.29952 1.50474 1.15256 -0.229
C 2.56870 0.91823 1.24188 -0.219
C 2.69242 -0.45613 1.19925 -0.174
H 1.26670 -3.17307 1.96520 0.219
H 2.74961 -3.04489 0.97457 0.214
H 1.13792 -3.16142 0.21289 0.217
H -0.55067 -1.30276 0.91470 0.207
H -0.80222 1.16214 0.94303 0.210
H 1.22989 2.57976 1.15473 0.210
H 3.41733 1.58717 1.32832 0.211
H 3.67748 -0.89063 1.25636 0.199
C -2.73019 0.36472 -1.70374 -0.601
C -2.86920 1.70202 -2.42782 -0.603
H -2.58127 0.51233 -0.63560 0.196
H -3.65087 -0.21443 -1.81093 0.200
H -1.91079 -0.22858 -2.09077 0.205
H -3.14413 1.56060 -3.47619 0.202
H -1.93266 2.25453 -2.40125 0.202
H -3.63727 2.31070 -1.95206 0.201

2.
6
Properties=species:S:1:pos:R:3:nbo_charge:R:1 method="wB97M-V/def2-TZVPD" smiles=O.O total_charge=0 e_homo_ev=-10.8 max_force_ev_per_a=1.62 relative_energy_kcal_mol=2.85 homo_lumo_gap_ev=11.50
O 1.31502 -0.02499 -0.09600 -0.955
H 1.68346 -0.69618 0.50925 0.481
H 1.78239 0.82604 0.12741 0.490
O -1.42186 0.09597 0.07217 -0.974
H -0.52078 -0.25747 -0.11849 0.495
H -2.09038 -0.44017 -0.32755 0.463

3.
8
Properties=species:S:1:pos:R:3:nbo_charge:R:1 method="wB97M-V/def2-TZVPD" smiles="C=NCI" total_charge=0 e_homo_ev=-9.4 max_force_ev_per_a=3.85 relative_energy_kcal_mol=20.76 homo_lumo_gap_ev=9.86
C -0.26449 0.76413 1.03744 -0.030
N 0.00880 -0.41688 0.71866 -0.385
C 0.14090 -0.84516 -0.55698 -0.283
I 0.82706 0.65643 -2.05069 -0.078
H -0.65787 1.14421 1.91984 0.183
H -0.11095 1.45092 0.21946 0.149
H 0.88185 -1.55635 -0.44144 0.215
H -0.82529 -1.19730 -0.84630 0.228

4.
12
Properties=species:S:1:pos:R:3:nbo_charge:R:1 method="wB97M-V/def2-TZVPD" total_charge=0 e_homo_ev="-7.3 / -7.3" max_force_ev_per_a=4.21 relative_energy_kcal_mol=97.12 homo_lumo_gap_ev="7.70 / 7.70"
C -0.54260 0.53517 -0.90824 -0.376
C -1.07797 -0.76095 1.12654 0.782
C -1.49712 0.47942 -1.81592 -0.481
C 1.27626 -0.19408 0.64358 -0.351
N 0.13482 -0.68660 1.56409 -0.654
O -2.23270 -1.08217 1.25181 -0.528
S 0.84892 1.23112 -0.29329 0.332
H -1.45030 0.94128 -2.82508 0.200
H -2.37019 -0.07668 -1.52154 0.224
H 2.09484 0.12515 1.27715 0.223
H 1.41817 -0.86457 -0.10210 0.216
H 0.50591 -0.83596 2.48983 0.413

5.
7
Properties=species:S:1:pos:R:3:nbo_charge:R:1 method="wB97M-V/def2-TZVPD" s_squared=6.103 total_charge=+1 e_homo_ev="-14.7 / -14.9" max_force_ev_per_a=2.98 relative_energy_kcal_mol=54.90 homo_lumo_gap_ev="8.02 / 9.12" spin_multiplicity=5
C -0.49904 -0.04222 -0.42023 0.682
C -1.78513 -0.07521 -0.09676 0.026
O 0.68222 -0.06727 -0.41225 -0.667
H -2.04214 -1.11039 -0.51665 0.257
F -2.57231 0.96306 -0.34211 -0.254
Cr 2.40238 0.14294 0.47043 1.384
H 3.81402 0.18909 1.31756 -0.429

6.
16
Properties=species:S:1:pos:R:3:nbo_charge:R:1 method="wB97M-V/def2-TZVPD" s_squared=0.754 total_charge=+1 e_homo_ev="-12.2 / -12.2" max_force_ev_per_a=4.26 relative_energy_kcal_mol=0.00 homo_lumo_gap_ev="7.16 / 6.87" spin_multiplicity=2
C 0.10406 -2.23467 1.80861 -0.505
H 1.81678 1.77357 0.44339 0.214
H 0.81876 -2.58665 2.55318 0.231
C -0.47229 -3.12273 0.97515 0.148
O -1.45880 -2.89914 0.12824 -0.929
Pb -2.01906 -1.63307 -1.25170 1.593
H -0.14574 -4.17333 1.02319 0.186
O -0.09609 2.13291 -2.05278 -0.406
O -0.01528 1.03765 -0.16940 -0.450
O -1.21494 0.20900 -1.86818 -0.733
C 0.85528 2.77630 -1.29805 0.121
C 0.85128 2.14782 0.04665 0.370
C -0.51996 1.08059 -1.38060 1.043
H 1.25766 3.71661 -1.65389 0.244
H -0.02584 -1.15732 1.69537 0.179
F 0.26417 2.93246 1.00084 -0.305